Record 1
This record from the Open Molecules 2025 dataset describes a 3-piece molecular cluster, C4H6O2 overall in a non-equilibrium geometry. The level of theory is ωB97M-V/def2-TZVPD.

LUMO energy   0.7 eV
HOMO level   -10.2 eV
Gap between HOMO and LUMO   10.85 eV
Total charge   0
Relative energy (zero: lowest compared OMol25 entry of this formula, charge and spin)   55.3 kcal/mol
Strongest force on any atom   0.0283 Eh/bohr

Positions of all 12 atoms, in Å:
1 O 2.588 -0.958 -1.249
2 C 1.634 -1.432 -0.858
3 C 0.538 1.597 -0.375
4 C -0.274 1.556 0.677
5 O -2.205 -1.044 0.183
6 C -1.250 -1.770 0.304
7 H 0.205 1.279 -1.361
8 H 1.562 1.958 -0.301
9 H 0.056 1.887 1.660
10 H -1.292 1.181 0.600
11 H -1.084 -2.638 -0.364
12 H -0.478 -1.615 1.082

***

Record 2
This record from the Open Molecules 2025 dataset describes one molecule with the formula C29H33N3O5S in a non-equilibrium geometry. The level of theory is ωB97M-V/def2-TZVPD.

LUMO energy   -0.2 eV
HOMO level   -8.7 eV
Gap between HOMO and LUMO   8.48 eV
Total charge   0
Relative energy (zero: lowest compared OMol25 entry of this formula, charge and spin)   0.0 kcal/mol
SMILES   C[C@H]1CCc2nc3ccc(S(=O)(=O)N4CCC(C(=O)N[C@H](C)c5ccccc5)CC4)cc3c(C(=O)O)c2C1
Strongest force on any atom   0.0238 Eh/bohr

Positions of all 71 atoms, in Å:
1 C 5.828 0.753 2.351
2 C 5.672 1.174 0.891
3 C 6.166 0.103 -0.082
4 C 5.402 -1.201 0.107
5 C 3.919 -1.010 0.225
6 N 3.205 -2.101 0.125
7 C 1.868 -2.044 0.222
8 C 1.138 -3.248 0.106
9 C -0.226 -3.235 0.180
10 C -0.897 -2.016 0.340
11 S -2.684 -2.099 0.300
12 O -3.099 -2.271 -1.065
13 O -3.127 -3.081 1.250
14 N -3.196 -0.556 0.764
15 C -4.569 -0.298 0.362
16 C -4.886 1.203 0.492
17 C -3.795 1.933 1.277
18 C -2.524 2.299 0.509
19 O -1.702 3.038 1.039
20 N -2.384 1.824 -0.732
21 C -1.334 2.224 -1.654
22 C -1.970 2.937 -2.853
23 C -0.501 1.058 -2.140
24 C 0.853 1.252 -2.388
25 C 1.645 0.208 -2.830
26 C 1.092 -1.043 -3.046
27 C -0.261 -1.234 -2.836
28 C -1.054 -0.190 -2.391
29 C -3.429 1.127 2.534
30 C -3.012 -0.313 2.182
31 C -0.230 -0.832 0.447
32 C 1.180 -0.817 0.432
33 C 1.976 0.351 0.579
34 C 1.305 1.670 0.798
35 O 1.550 2.659 0.153
36 O 0.397 1.632 1.762
37 C 3.350 0.269 0.464
38 C 4.212 1.492 0.570
39 H 6.845 0.419 2.546
40 H 5.614 1.594 3.006
41 H 5.142 -0.052 2.602
42 H 6.263 2.083 0.734
43 H 6.024 0.465 -1.103
44 H 7.233 -0.076 0.062
45 H 5.743 -1.707 1.015
46 H 5.594 -1.889 -0.718
47 H 1.692 -4.160 -0.043
48 H -0.816 -4.135 0.109
49 H -5.254 -0.889 0.988
50 H -4.672 -0.654 -0.664
51 H -5.020 1.667 -0.487
52 H -5.827 1.320 1.031
53 H -4.188 2.900 1.614
54 H -3.044 1.145 -1.074
55 H -0.692 2.926 -1.112
56 H -2.619 2.252 -3.395
57 H -1.193 3.283 -3.529
58 H -2.553 3.792 -2.520
59 H 1.292 2.222 -2.211
60 H 2.699 0.371 -3.003
61 H 1.713 -1.861 -3.379
62 H -0.713 -2.199 -3.005
63 H -2.103 -0.385 -2.226
64 H -2.619 1.635 3.056
65 H -4.297 1.108 3.194
66 H -3.599 -1.040 2.761
67 H -1.959 -0.484 2.409
68 H -0.783 0.086 0.537
69 H -0.193 2.425 1.712
70 H 4.153 2.019 -0.387
71 H 3.803 2.169 1.322

***

Record 3
This record from the Open Molecules 2025 dataset describes a 2-piece molecular cluster, C7H13NOSi overall. The level of theory is ωB97M-V/def2-TZVPD.

LUMO energy   0.9 eV
HOMO level   -9.3 eV
Gap between HOMO and LUMO   10.22 eV
Total charge   0
Relative energy (zero: lowest compared OMol25 entry of this formula, charge and spin)   40.5 kcal/mol
SMILES   COC[SiH3].c1ccncc1
Strongest force on any atom   0.0020 Eh/bohr

Positions of all 23 atoms, in Å:
1 C -2.172 3.875 2.255
2 O -2.691 2.665 1.757
3 C -1.813 2.040 0.830
4 Si -0.299 1.180 1.619
5 H -2.933 4.318 2.894
6 H -1.260 3.715 2.841
7 H -1.943 4.569 1.436
8 H -2.408 1.285 0.313
9 H -1.495 2.767 0.069
10 H -0.261 1.483 3.068
11 H 0.951 1.678 1.000
12 H -0.398 -0.282 1.451
13 C 1.588 -3.473 -2.642
14 C 1.956 -3.791 -1.345
15 C 1.859 -2.810 -0.369
16 N 1.430 -1.574 -0.610
17 C 1.079 -1.281 -1.860
18 C 1.138 -2.189 -2.907
19 H 1.649 -4.211 -3.431
20 H 2.312 -4.780 -1.089
21 H 2.137 -3.027 0.656
22 H 0.734 -0.267 -2.034
23 H 0.839 -1.892 -3.903

***

Record 4
This record from the Open Molecules 2025 dataset describes a 2-piece molecular cluster, C6H10O overall in a non-equilibrium geometry. The level of theory is ωB97M-V/def2-TZVPD.

LUMO energy   0.9 eV
HOMO level   -8.0 eV
Gap between HOMO and LUMO   8.91 eV
Total charge   0
Relative energy (zero: lowest compared OMol25 entry of this formula, charge and spin)   96.7 kcal/mol
SMILES   C1[C@H]2C[C@@H]12.C=CO
Strongest force on any atom   0.0382 Eh/bohr

Positions of all 17 atoms, in Å:
1 C 0.029 1.101 0.164
2 C -1.267 1.335 -0.337
3 C -2.226 0.354 0.176
4 C -0.989 -0.219 -0.475
5 H 0.881 1.603 -0.309
6 H 0.229 0.791 1.187
7 H -1.402 1.865 -1.265
8 H -3.165 0.340 -0.375
9 H -2.320 0.198 1.249
10 H -1.036 -0.554 -1.512
11 C 2.133 -0.748 -0.445
12 C 1.742 -1.127 0.785
13 O 0.546 -1.623 1.097
14 H 3.101 -0.285 -0.602
15 H 1.541 -0.979 -1.327
16 H 2.427 -0.929 1.626
17 H -0.225 -1.124 0.364

***

Q: Look up the total charge of the first one.
A: 0

***

Q: LUMO energy of number 1 (C4H6O2)?
A: 0.7 eV

***

Copy entry 3 word for word.
This record from the Open Molecules 2025 dataset describes a 2-piece molecular cluster, C7H13NOSi overall. The level of theory is ωB97M-V/def2-TZVPD.

LUMO energy   0.9 eV
HOMO level   -9.3 eV
Gap between HOMO and LUMO   10.22 eV
Total charge   0
Relative energy (zero: lowest compared OMol25 entry of this formula, charge and spin)   40.5 kcal/mol
SMILES   COC[SiH3].c1ccncc1
Strongest force on any atom   0.0020 Eh/bohr

Positions of all 23 atoms, in Å:
1 C -2.172 3.875 2.255
2 O -2.691 2.665 1.757
3 C -1.813 2.040 0.830
4 Si -0.299 1.180 1.619
5 H -2.933 4.318 2.894
6 H -1.260 3.715 2.841
7 H -1.943 4.569 1.436
8 H -2.408 1.285 0.313
9 H -1.495 2.767 0.069
10 H -0.261 1.483 3.068
11 H 0.951 1.678 1.000
12 H -0.398 -0.282 1.451
13 C 1.588 -3.473 -2.642
14 C 1.956 -3.791 -1.345
15 C 1.859 -2.810 -0.369
16 N 1.430 -1.574 -0.610
17 C 1.079 -1.281 -1.860
18 C 1.138 -2.189 -2.907
19 H 1.649 -4.211 -3.431
20 H 2.312 -4.780 -1.089
21 H 2.137 -3.027 0.656
22 H 0.734 -0.267 -2.034
23 H 0.839 -1.892 -3.903

***

Repeat the fourth record exactly.
This record from the Open Molecules 2025 dataset describes a 2-piece molecular cluster, C6H10O overall in a non-equilibrium geometry. The level of theory is ωB97M-V/def2-TZVPD.

LUMO energy   0.9 eV
HOMO level   -8.0 eV
Gap between HOMO and LUMO   8.91 eV
Total charge   0
Relative energy (zero: lowest compared OMol25 entry of this formula, charge and spin)   96.7 kcal/mol
SMILES   C1[C@H]2C[C@@H]12.C=CO
Strongest force on any atom   0.0382 Eh/bohr

Positions of all 17 atoms, in Å:
1 C 0.029 1.101 0.164
2 C -1.267 1.335 -0.337
3 C -2.226 0.354 0.176
4 C -0.989 -0.219 -0.475
5 H 0.881 1.603 -0.309
6 H 0.229 0.791 1.187
7 H -1.402 1.865 -1.265
8 H -3.165 0.340 -0.375
9 H -2.320 0.198 1.249
10 H -1.036 -0.554 -1.512
11 C 2.133 -0.748 -0.445
12 C 1.742 -1.127 0.785
13 O 0.546 -1.623 1.097
14 H 3.101 -0.285 -0.602
15 H 1.541 -0.979 -1.327
16 H 2.427 -0.929 1.626
17 H -0.225 -1.124 0.364